# 1
Here is one molecule with the formula C11H20OS in a non-equilibrium geometry from the Open Molecules 2025 dataset. Energies are from the ωB97M-V functional and the def2-TZVPD basis.

```
! wB97M-V def2-TZVPD RIJCOSX def2/J DEFGRID3
* xyz 0 1
C -2.34 0.21 0.66
C -2.03 -0.78 -0.30
C 0.67 -0.29 -0.08
C -3.81 0.57 0.78
C -3.04 -1.51 -1.12
C 1.80 -0.65 2.09
C 2.47 -2.04 0.11
C 0.82 2.21 0.27
C 1.36 1.14 -1.94
C 1.97 -0.67 0.57
C 0.49 1.07 -0.68
O -1.50 0.74 1.40
S -0.47 -1.50 -0.17
H -4.43 -0.32 0.86
H -4.13 1.14 -0.09
H -3.94 1.19 1.67
H -2.54 -2.07 -1.91
H -3.74 -0.81 -1.58
H -3.63 -2.22 -0.53
H 2.76 -0.80 2.58
H 1.13 -1.45 2.40
H 1.39 0.30 2.43
H 2.57 -2.07 -0.97
H 1.77 -2.82 0.42
H 3.44 -2.25 0.56
H 0.63 3.16 -0.22
H 1.87 2.19 0.57
H 0.20 2.14 1.16
H 1.24 2.12 -2.40
H 1.07 0.38 -2.65
H 2.41 1.01 -1.70
H 2.72 0.08 0.30
H -0.55 1.17 -0.99
*
```

## Properties
**Strongest force on any atom**: 1.025 eV/A
**Molar mass**: 200.35 g mol⁻¹
**HOMO level (spin up / spin down)**: -0.2637 / -0.2638 Ha
**Relative energy (zero: lowest compared OMol25 entry of this formula, charge and spin)**: 13.3 kcal per mole
**Total energy**: -24612.702 eV



# 2
Here is C11H21BaF6N3O5S3 as an isolated structure in a non-equilibrium geometry from the Open Molecules 2025 dataset. Energies are from the ωB97M-V functional and the def2-TZVPD basis.

```
! wB97M-V def2-TZVPD RIJCOSX def2/J DEFGRID3
* xyz 0 1
Ba -1.66 -0.49 -0.77
F -3.95 -1.28 2.55
C -5.04 -0.72 2.03
F -6.02 -1.62 1.98
F -5.42 0.30 2.80
S -4.68 -0.06 0.35
O -3.55 0.83 0.56
O -5.89 0.49 -0.18
N -4.24 -1.44 -0.35
S -4.25 -1.47 -1.95
O -3.86 -0.19 -2.53
O -3.45 -2.60 -2.35
C -6.03 -1.78 -2.46
F -6.03 -2.72 -3.41
F -6.55 -0.67 -2.94
F -6.73 -2.21 -1.43
C 2.83 0.45 -2.13
C 1.72 -0.59 -2.23
C 1.39 -0.84 -3.70
C 2.20 -1.90 -1.58
O 0.58 -0.15 -1.56
H 3.71 0.16 -2.71
H 3.13 0.57 -1.09
H 2.47 1.41 -2.50
H 2.22 -1.32 -4.23
H 1.16 0.10 -4.20
H 0.52 -1.49 -3.77
H 3.16 -2.23 -2.00
H 1.47 -2.69 -1.75
H 2.32 -1.75 -0.51
C 3.36 -0.62 3.94
C 2.30 0.46 4.10
N 2.08 1.21 2.87
C 1.28 0.81 1.86
S 0.32 -0.57 2.00
N 1.26 1.58 0.76
C 1.87 2.90 0.64
C 3.36 2.92 0.30
H 3.43 -1.22 4.85
H 4.34 -0.18 3.74
H 3.09 -1.28 3.11
H 2.59 1.18 4.86
H 1.35 0.02 4.40
H 2.77 1.91 2.66
H 0.88 1.15 -0.09
H 1.68 3.44 1.57
H 1.31 3.43 -0.13
H 3.95 2.31 0.98
H 3.73 3.94 0.34
H 3.53 2.54 -0.71
*
```

## Properties
**Strongest force on any atom**: 2.547 eV/A
**Molar mass**: 622.82 g mol⁻¹
**HOMO level**: -0.3147 Ha
**Relative energy (zero: lowest compared OMol25 entry of this formula, charge and spin)**: 6.1 kcal per mole
**Total energy**: -75962.128 eV



# 3
Here is C11H21Br18NbOP as an isolated structure in a non-equilibrium geometry from the Open Molecules 2025 dataset. Energies are from the ωB97M-V functional and the def2-TZVPD basis.

```
! wB97M-V def2-TZVPD RIJCOSX def2/J DEFGRID3
* xyz -1 1
C 3.02 -2.54 0.57
P 2.24 -1.67 -0.84
C 3.54 -1.51 -2.14
Nb 0.88 0.39 -0.34
C -1.03 -0.12 -1.53
C -1.79 -1.10 -0.66
C -2.53 -2.19 -1.35
O -1.25 -2.36 -0.58
H 2.36 -2.36 1.41
H 4.00 -2.15 0.82
H 3.06 -3.61 0.42
H 4.54 -1.63 -1.73
H 3.44 -0.55 -2.61
H 3.40 -2.27 -2.90
H 0.31 -0.45 1.23
H 2.22 1.13 0.66
H 1.71 1.21 -1.76
H 0.04 1.89 0.28
H -1.72 0.71 -1.66
H -0.82 -0.65 -2.45
H -2.28 -0.68 0.20
H -2.34 -2.26 -2.41
H -3.04 -2.97 -0.82
C 1.32 1.83 4.75
Br 2.90 2.92 4.76
Br 0.03 2.57 3.54
Br 1.73 0.00 4.35
H 0.89 1.85 5.74
C -2.93 -5.96 0.29
Br -3.85 -5.76 1.96
Br -1.98 -7.63 0.20
Br -4.12 -5.74 -1.20
H -2.20 -5.17 0.23
C 1.48 -8.87 2.53
Br 0.35 -7.80 3.65
Br 0.55 -10.43 1.89
Br 2.19 -7.84 1.07
H 2.31 -9.21 3.12
C -0.92 4.51 -3.11
Br 0.05 3.45 -1.82
Br -2.59 5.16 -2.41
Br 0.14 5.97 -3.82
H -1.16 3.87 -3.94
C 3.37 5.66 1.69
Br 4.47 6.95 0.76
Br 2.62 6.42 3.29
Br 2.03 4.91 0.56
H 4.02 4.86 2.00
C -5.62 7.84 -2.45
Br -7.06 7.13 -3.51
Br -5.93 9.68 -1.98
Br -5.29 6.76 -0.90
H -4.73 7.81 -3.06
*
```

## Properties
**Strongest force on any atom**: 2.364 eV/A
**Molar mass**: 1731.44 g mol⁻¹
**HOMO level**: -0.1620 Ha
**Total energy**: -1285390.247 eV



# 4
Here is a 3-piece molecular cluster, C11H21Br4NO2 overall in a non-equilibrium geometry from the Open Molecules 2025 dataset. Energies are from the ωB97M-V functional and the def2-TZVPD basis.

```
! wB97M-V def2-TZVPD RIJCOSX def2/J DEFGRID3
* xyz 0 1
C 3.80 0.94 -0.34
C 2.58 1.43 -0.14
C 1.64 0.94 0.94
C 0.22 0.70 0.39
C 0.03 -0.80 0.10
N 0.83 -1.13 -1.08
C 0.31 -2.22 -1.91
O -0.79 1.22 1.27
C -1.02 2.53 0.98
O -0.92 3.40 1.77
H 4.29 0.32 0.40
H 4.35 1.16 -1.25
H 2.21 2.25 -0.75
H 2.04 0.04 1.40
H 1.56 1.73 1.70
H 0.15 1.19 -0.59
H -1.02 -1.01 -0.13
H 0.33 -1.33 1.01
H 1.80 -1.27 -0.84
H -0.06 -1.82 -2.86
H -0.53 -2.72 -1.43
H 1.09 -2.95 -2.15
H -1.35 2.69 -0.06
Br -2.35 0.70 -2.29
C -2.76 1.94 -3.73
C -1.50 2.41 -4.41
Br -0.52 3.68 -3.32
H -3.31 2.76 -3.28
H -3.40 1.40 -4.42
H -1.74 2.93 -5.34
H -0.82 1.59 -4.62
Br -0.94 -0.79 3.52
C -0.85 -2.24 4.81
C -0.29 -3.50 4.20
Br -1.59 -4.38 3.05
H -1.85 -2.38 5.21
H -0.19 -1.89 5.61
H -0.04 -4.22 4.98
H 0.58 -3.31 3.59
*
```

## Properties
**Strongest force on any atom**: 1.066 eV/A
**Molar mass**: 518.91 g mol⁻¹
**Structure (SMILES)**: C=CC[C@@H](CNC)OC=O.BrCCBr.BrCCBr
**HOMO level**: -0.3160 Ha
**Total energy**: -297501.357 eV



# 5
Here is C11H21IN3O2P2Ru as an isolated structure in a non-equilibrium geometry from the Open Molecules 2025 dataset. Energies are from the ωB97M-V functional and the def2-TZVPD basis.

```
! wB97M-V def2-TZVPD RIJCOSX def2/J DEFGRID3
* xyz 2 6
C 0.47 -2.30 -3.50
C -0.34 -1.64 -2.56
H 0.72 -1.55 -4.28
H -0.01 -3.21 -3.93
H 1.53 -2.65 -3.25
O -0.78 -0.51 -2.36
I -1.20 -3.48 -1.77
Ru 0.17 0.94 0.13
P 2.15 0.19 -0.05
C 3.11 1.50 0.81
C 2.40 -1.32 1.05
H 3.45 -1.72 1.04
H 4.22 0.00 -1.33
H 1.69 -2.09 0.68
H 3.08 -1.32 -1.77
H 2.80 1.50 1.86
H 2.13 -1.01 2.09
C 3.16 -0.25 -1.52
H 4.19 1.36 0.72
H 2.81 0.34 -2.38
H 2.82 2.47 0.36
P -2.13 0.20 -0.02
C -2.90 1.72 0.40
C -3.05 -0.40 -1.48
H -2.00 -1.88 1.14
H -3.60 -1.20 1.03
H -2.45 -0.54 2.21
C -2.57 -0.97 1.22
H -2.87 -1.50 -1.58
H -4.10 -0.19 -1.27
H -3.93 1.66 0.10
H -2.43 2.58 -0.08
H -2.71 0.11 -2.38
H -2.85 1.88 1.48
C 0.13 2.72 -0.53
O 0.27 3.80 -1.05
N 0.34 1.25 2.07
C -0.24 1.16 3.07
N -0.94 0.90 4.14
C -0.48 1.49 5.26
N -0.07 1.98 6.24
*
```

## Properties
**Strongest force on any atom**: 8.626 eV/A
**Molar mass**: 517.23 g mol⁻¹
**<S²>**: 8.798
**HOMO level (spin up / spin down)**: -0.5147 / -0.5429 Ha
**Total energy**: -49549.527 eV



# 6
Here is one molecule with the formula C11H21N3O3 in a non-equilibrium geometry from the Open Molecules 2025 dataset. Energies are from the ωB97M-V functional and the def2-TZVPD basis.

```
! wB97M-V def2-TZVPD RIJCOSX def2/J DEFGRID3
* xyz 0 1
N 0.96 5.54 1.42
C 0.26 4.77 0.41
C 0.13 3.24 0.59
C 1.51 2.56 0.64
C 1.40 1.12 1.06
C 0.53 0.22 0.20
N 0.49 -1.08 0.79
C -0.31 -2.16 0.63
O -0.26 -3.12 1.40
C -1.20 -2.10 -0.65
C -2.49 -2.82 -0.31
C -2.18 -4.28 -0.75
C -0.80 -4.18 -1.46
N -0.67 -2.76 -1.85
C 1.08 0.22 -1.25
O 0.82 1.15 -1.97
O 1.89 -0.79 -1.59
H 1.95 5.23 1.40
H 0.59 5.39 2.37
H 0.73 5.02 -0.60
H -0.78 5.18 0.36
H -0.57 2.86 -0.19
H -0.37 2.91 1.56
H 2.17 3.10 1.30
H 2.00 2.58 -0.37
H 2.44 0.68 1.13
H 1.05 1.12 2.10
H -0.50 0.65 0.16
H 1.06 -1.32 1.62
H -1.34 -1.03 -0.89
H -3.34 -2.46 -0.87
H -2.78 -2.69 0.71
H -2.07 -4.92 0.16
H -2.96 -4.74 -1.31
H -0.05 -4.51 -0.80
H -0.74 -4.82 -2.38
H 0.28 -2.51 -1.99
H 2.09 -1.28 -0.78
*
```

## Properties
**Strongest force on any atom**: 2.717 eV/A
**Molar mass**: 243.31 g mol⁻¹
**Structure (SMILES)**: NCCCC[C@H](NC(=O)[C@@H]1CCCN1)C(=O)O
**HOMO level**: -0.3355 Ha
**Relative energy (zero: lowest compared OMol25 entry of this formula, charge and spin)**: 34.5 kcal per mole
**Total energy**: -22360.578 eV



# 7
Here is one molecule with the formula C11H21N3O4 in a non-equilibrium geometry from the Open Molecules 2025 dataset. Energies are from the ωB97M-V functional and the def2-TZVPD basis.

```
! wB97M-V def2-TZVPD RIJCOSX def2/J DEFGRID3
* xyz 0 1
C 5.02 0.26 0.55
C 4.01 -0.87 0.81
C 2.78 -0.87 -0.11
C 3.19 -1.08 -1.56
C 1.90 0.38 0.06
N 1.73 0.89 1.44
C 0.50 0.18 -0.54
O 0.24 -0.66 -1.40
N -0.43 1.05 -0.07
C -1.80 0.99 -0.52
C -2.59 -0.12 0.21
C -3.95 -0.40 -0.40
C -4.78 -1.36 0.47
N -5.81 -1.97 -0.17
O -4.53 -1.55 1.65
C -2.51 2.32 -0.33
O -3.47 2.68 -0.96
O -1.98 3.06 0.66
H 5.85 0.22 1.24
H 4.57 1.22 0.61
H 5.45 0.13 -0.46
H 4.50 -1.86 0.72
H 3.68 -0.83 1.85
H 2.16 -1.76 0.15
H 2.32 -1.26 -2.16
H 3.84 -1.93 -1.65
H 3.72 -0.21 -1.93
H 2.35 1.20 -0.53
H 1.51 0.13 2.07
H 2.60 1.26 1.76
H -0.17 1.62 0.72
H -1.79 0.78 -1.60
H -1.95 -1.04 0.17
H -2.70 0.14 1.24
H -4.55 0.51 -0.51
H -3.86 -0.83 -1.42
H -6.05 -1.74 -1.14
H -6.45 -2.51 0.39
H -2.54 3.84 0.72
*
```

## Properties
**Strongest force on any atom**: 1.382 eV/A
**Molar mass**: 259.31 g mol⁻¹
**Structure (SMILES)**: CC[C@H](C)[C@H](N)C(=O)N[C@@H](CCC(N)=O)C(=O)O
**HOMO level**: -0.3507 Ha
**Relative energy (zero: lowest compared OMol25 entry of this formula, charge and spin)**: 3.7 kcal per mole
**Total energy**: -24410.065 eV



# 8
Here is a 2-piece molecular cluster, C11H21N4O5P2 overall in a non-equilibrium geometry from the Open Molecules 2025 dataset. Energies are from the ωB97M-V functional and the def2-TZVPD basis.

```
! wB97M-V def2-TZVPD RIJCOSX def2/J DEFGRID3
* xyz 1 1
C 1.64 2.47 1.00
C 0.63 3.23 0.16
O -0.59 3.45 0.96
N -1.74 3.09 0.31
C -2.14 1.83 0.25
N -1.39 0.87 0.82
P -2.21 -0.50 1.64
C -2.80 0.33 3.16
C -0.70 -1.32 2.23
N -3.30 1.53 -0.37
P -3.91 2.17 -1.95
O -4.00 3.75 -1.67
O -2.52 2.24 -2.82
H 1.68 1.42 0.71
H 2.64 2.89 0.86
H 1.37 2.52 2.05
H 1.00 4.22 -0.09
H 0.37 2.72 -0.76
H -2.30 3.85 -0.05
H -0.68 1.29 1.41
H -2.01 0.46 3.90
H -3.19 1.32 2.91
H -3.61 -0.26 3.58
H -0.23 -1.84 1.41
H 0.02 -0.61 2.65
H -0.99 -2.03 3.01
H -3.37 0.51 -0.47
H -3.26 4.29 -1.97
H -2.30 1.37 -3.19
C 4.01 -4.58 -1.68
C 2.66 -4.90 -1.75
C 1.70 -3.92 -1.55
C 2.13 -2.63 -1.28
C 3.47 -2.29 -1.20
C 4.41 -3.28 -1.41
N 1.12 -1.58 -1.08
O -0.05 -1.90 -1.13
O 1.51 -0.45 -0.87
H 4.75 -5.35 -1.84
H 2.35 -5.91 -1.96
H 0.65 -4.15 -1.60
H 3.76 -1.27 -0.99
H 5.46 -3.04 -1.35
*
```

## Properties
**Strongest force on any atom**: 1.031 eV/A
**Molar mass**: 351.26 g mol⁻¹
**HOMO level**: -0.4549 Ha
**Total energy**: -46515.238 eV



# 9
Here is C11H21O10Zr as an isolated structure in a non-equilibrium geometry from the Open Molecules 2025 dataset. Energies are from the ωB97M-V functional and the def2-TZVPD basis.

```
! wB97M-V def2-TZVPD RIJCOSX def2/J DEFGRID3
* xyz 3 1
Zr 4.37 2.45 -4.41
C 0.13 4.41 -0.32
O 1.06 3.77 -1.16
H -0.75 3.86 0.02
H 0.68 4.70 0.57
H -0.25 5.38 -0.66
C -6.37 3.44 4.75
C -5.51 2.22 5.01
C -6.23 1.10 5.68
O -6.86 0.35 4.62
C -6.22 0.62 3.52
O -6.31 0.04 2.47
O -5.31 1.67 3.73
H -5.92 4.11 4.03
H -6.51 3.89 5.73
H -7.35 3.24 4.31
H -4.57 2.39 5.55
H -7.04 1.43 6.33
H -5.59 0.47 6.30
C 2.20 -3.95 -6.32
O 0.94 -3.77 -5.57
C 0.78 -2.70 -4.88
O 1.59 -1.76 -4.67
O -0.46 -2.71 -4.49
C -1.06 -1.54 -4.12
H 2.33 -3.22 -7.12
H 2.25 -4.95 -6.74
H 3.00 -3.78 -5.60
H -2.15 -1.63 -4.17
H -0.66 -0.81 -4.83
H -0.65 -1.30 -3.14
C 5.30 0.31 2.02
O 5.43 -1.00 1.51
C 5.60 -1.31 0.25
O 5.47 -0.58 -0.73
O 6.02 -2.52 0.26
C 5.78 -3.40 -0.79
H 5.98 1.02 1.55
H 5.37 0.48 3.09
H 4.28 0.59 1.73
H 5.86 -4.45 -0.49
H 6.53 -3.31 -1.58
H 4.81 -3.23 -1.26
*
```

## Properties
**Strongest force on any atom**: 4.337 eV/A
**Molar mass**: 404.50 g mol⁻¹
**HOMO level**: -0.6053 Ha
**Relative energy (zero: lowest compared OMol25 entry of this formula, charge and spin)**: 118.6 kcal per mole
**Total energy**: -33457.369 eV



# 10
Here is C11H22Cl12OP as an isolated structure in a non-equilibrium geometry from the Open Molecules 2025 dataset. Energies are from the ωB97M-V functional and the def2-TZVPD basis.

```
! wB97M-V def2-TZVPD RIJCOSX def2/J DEFGRID3
* xyz 1 1
C -3.03 -4.07 4.55
C -3.58 -4.21 2.97
C -2.42 -5.14 2.21
C -3.61 -2.68 2.38
C -4.04 -2.57 0.79
C -5.68 -2.49 0.60
C -3.27 -1.21 0.22
O -3.81 -0.75 -1.07
P -2.81 0.64 -1.54
H -2.98 -5.15 5.05
H -1.93 -3.64 4.43
H -3.66 -3.31 5.17
H -4.64 -4.74 3.00
H -1.49 -4.41 2.10
H -2.08 -6.05 2.91
H -2.79 -5.58 1.19
H -2.52 -2.21 2.47
H -4.32 -2.04 3.09
H -3.66 -3.46 0.13
H -6.12 -3.56 0.85
H -6.19 -1.75 1.36
H -5.99 -2.24 -0.53
H -3.39 -0.34 1.02
H -2.12 -1.49 0.04
H -3.24 1.15 -2.84
H -3.05 1.76 -0.61
H -1.39 0.30 -1.52
C 0.29 2.16 0.26
Cl -1.38 1.65 0.00
Cl 0.91 3.03 -1.15
Cl 0.42 3.16 1.71
H 0.90 1.26 0.41
C 1.92 5.00 -4.11
Cl 2.18 4.04 -5.57
Cl 3.47 5.32 -3.29
Cl 1.11 6.52 -4.50
H 1.29 4.44 -3.43
C 6.21 3.74 -0.70
Cl 4.53 3.24 -0.96
Cl 6.83 4.61 -2.11
Cl 6.34 4.75 0.76
H 6.82 2.85 -0.55
C 10.33 2.76 -3.11
Cl 10.71 1.18 -3.81
Cl 9.38 2.57 -1.63
Cl 11.81 3.68 -2.79
H 9.73 3.32 -3.84
*
```

## Properties
**Strongest force on any atom**: 6.146 eV/A
**Molar mass**: 626.71 g mol⁻¹
**HOMO level**: -0.4572 Ha
**Total energy**: -173354.829 eV



# 11
Here is C11H22CoGeN2O14P2SSe as an isolated structure in a non-equilibrium geometry from the Open Molecules 2025 dataset. Energies are from the ωB97M-V functional and the def2-TZVPD basis.

```
! wB97M-V def2-TZVPD RIJCOSX def2/J DEFGRID3
* xyz -1 1
Co -0.17 -1.10 -0.60
O -3.05 1.75 0.97
P -2.29 0.87 -0.16
O -3.14 0.49 -1.28
O -1.51 -0.23 0.54
O -1.29 2.11 -0.67
P 1.73 0.19 -1.46
O 3.29 0.51 -1.25
O 1.23 0.98 -2.63
O 1.57 -1.36 -1.55
H -3.83 1.28 1.29
H 3.42 1.47 -1.24
O -3.21 -4.03 -4.41
C -2.97 -2.83 -4.91
O -3.40 -2.49 -5.99
C -2.15 -1.92 -4.08
C -1.67 -0.68 -4.47
N -0.94 -0.18 -3.46
N -0.92 -1.04 -2.45
C -1.64 -2.08 -2.79
C -1.63 -3.15 -1.77
O -2.11 -4.26 -1.99
O -1.07 -2.77 -0.67
H -2.81 -4.15 -3.50
H -1.79 -0.15 -5.40
H -0.26 0.60 -3.36
C 3.05 1.77 1.68
Ge 2.06 0.36 2.56
C 0.25 0.71 3.12
C 3.03 0.11 4.27
C 2.43 -1.39 1.72
Se 1.04 -2.48 0.93
C -0.17 -2.66 2.43
H 3.38 2.50 2.43
H 2.45 2.28 0.93
H 3.93 1.34 1.20
H 0.20 1.74 3.47
H 0.01 0.04 3.95
H -0.47 0.60 2.31
H 3.04 1.04 4.85
H 4.07 -0.20 4.10
H 2.54 -0.66 4.88
H 2.93 -2.02 2.45
H 3.11 -1.22 0.89
H -0.79 -1.77 2.50
H 0.41 -2.81 3.34
H -0.79 -3.53 2.22
C -1.39 4.53 0.03
S -0.40 3.10 0.17
O -0.34 2.69 1.53
O 0.81 3.31 -0.55
O 0.95 0.37 -0.14
H -0.86 5.32 0.56
H -2.35 4.32 0.49
H -1.50 4.77 -1.02
*
```

## Properties
**Strongest force on any atom**: 1.940 eV/A
**Molar mass**: 710.82 g mol⁻¹
**HOMO level (spin up / spin down)**: -0.2480 / -0.2480 Ha
**Relative energy (zero: lowest compared OMol25 entry of this formula, charge and spin)**: 29.6 kcal per mole
**Total energy**: -232322.526 eV